C3H4N2OS | ωB97M-V/def2-TZVPD

Each line ends with the Löwdin charge.
Atoms and positions in Å:
1 C 0.36 -0.86 0.70  -0.169
2 C 0.23 -1.02 -0.65  -0.139
3 C 0.63 1.24 -0.03  -0.289
4 N -0.08 0.49 1.10  -0.254
5 N -0.03 0.36 -1.10  -0.203
6 O -2.74 -0.73 -0.09  -0.549
7 S -1.44 0.73 0.03  1.107
8 H 0.48 -1.55 1.47  0.087
9 H 0.45 -1.92 -1.34  0.149
10 H 0.33 2.28 -0.14  0.090
11 H 1.81 0.98 0.06  0.172

Values from the calculation:
LUMO level (eV): -0.62
HOMO level (eV): -9.77
HOMO-LUMO gap (eV): 9.151
Maximum force (eV Å⁻¹): 7.3